{
  "formula": "CH4",
  "method": "ωB97M-V/def2-TZVPD",
  "smiles": "C",
  "total_energy_ha": -40.4893,
  "homo_energy_ev": -13.02,
  "homo_lumo_gap_ev": 14.36,
  "multiplicity": 1,
  "de_lowest_kcal_mol": 1.1,
  "species": ["C", "H", "H", "H", "H"],
  "xyz": [[0.01847, 0.00379, -0.00448], [-0.64692, -0.19692, 0.84963], [1.05022, 0.05645, 0.27591], [-0.34646, 0.93608, -0.42592], [-0.16768, -0.81833, -0.67274]]
}

=====

{
  "formula": "C28H31BN8PdSi",
  "method": "ωB97M-V/def2-TZVPD",
  "total_charge": 1,
  "total_energy_ha": -1965.6695,
  "homo_energy_ev": [-11.32, -11.44],
  "homo_lumo_gap_ev": [9.16, 5.04],
  "multiplicity": 4,
  "de_lowest_kcal_mol": 11.4,
  "species": ["Pd", "C", "C", "C", "C", "N", "N", "B", "N", "C", "C", "C", "C", "N", "N", "C", "C", "C", "C", "N", "N", "C", "C", "C", "C", "N", "H", "H", "H", "H", "H", "H", "H", "H", "H", "H", "H", "H", "H", "H", "H", "H", "H", "H", "H", "H", "C", "C", "C", "C", "C", "C", "Si", "C", "C", "C", "C", "C", "C", "H", "H", "H", "H", "H", "H", "H", "H", "H", "H", "H"],
  "xyz": [[-0.24572, -0.36094, -0.28846], [-0.10282, 2.13485, 2.33375], [-0.09633, 2.61935, 0.92389], [-0.09095, 3.92668, 0.43155], [-0.08512, 3.79681, -0.94364], [-0.08410, 2.49105, -1.25752], [-0.09363, 1.78425, -0.11144], [-0.07988, 1.83975, -2.68354], [-1.37996, 0.98794, -2.81634], [-2.32607, 0.90777, -3.77309], [-3.33958, 0.08532, -3.32793], [-2.95541, -0.33112, -2.05413], [-3.69503, -1.18430, -1.08459], [-1.76934, 0.21536, -1.77038], [1.13111, 0.86684, -2.74277], [2.08774, 0.74214, -3.67716], [3.01757, -0.17528, -3.23273], [2.55770, -0.58872, -1.97672], [3.15862, -1.55025, -1.00768], [1.42414, 0.05980, -1.71013], [0.13192, 2.92642, -3.71746], [1.23094, 3.73178, -3.78059], [1.10698, 4.53148, -4.88080], [-0.12356, 4.15445, -5.46699], [-0.76332, 4.68714, -6.70469], [-0.68892, 3.19509, -4.75824], [-0.11038, 2.97878, 3.01842], [0.78271, 1.53188, 2.54129], [-0.98755, 1.52630, 2.52943], [-0.09421, 4.83702, 1.00472], [-0.08819, 4.55483, -1.70803], [-2.22137, 1.47030, -4.67898], [-4.25213, -0.16474, -3.84036], [-4.75760, -0.95064, -1.11713], [-3.32896, -1.01354, -0.07444], [-3.57307, -2.24122, -1.32048], [2.05416, 1.30427, -4.59524], [3.91713, -0.49284, -3.73051], [4.24374, -1.47402, -1.02074], [2.88957, -2.57632, -1.26603], [2.79952, -1.34549, 0.00065], [2.01803, 3.67669, -3.04445], [1.79176, 5.28692, -5.22770], [-0.15554, 5.47819, -7.13746], [-1.75403, 5.08436, -6.48503], [-0.88032, 3.89376, -7.44316], [3.20749, -3.95847, 3.34011], [2.36562, -2.89712, 3.64632], [1.42083, -2.47315, 2.72630], [1.29923, -3.11248, 1.49118], [2.16615, -4.16316, 1.18452], [3.10568, -4.59149, 2.10869], [-0.05015, -2.70165, 0.24068], [-1.73394, -3.37064, 0.77757], [-2.42913, -2.90165, 1.89392], [-3.59098, -3.52873, 2.30848], [-4.08189, -4.62210, 1.60321], [-3.41230, -5.07924, 0.47599], [-2.25430, -4.44569, 0.05406], [3.94682, -4.28746, 4.05801], [2.44817, -2.40233, 4.60530], [0.77067, -1.64140, 2.97694], [2.09882, -4.66018, 0.22303], [3.75823, -5.41998, 1.86626], [0.29850, -3.49146, -0.98392], [-2.06065, -2.04457, 2.44782], [-4.11822, -3.16879, 3.18230], [-4.99136, -5.10988, 1.92761], [-3.79394, -5.92607, -0.07905], [-1.74842, -4.79684, -0.83863]]
}

=====

{
  "formula": "C4H14N3S",
  "method": "ωB97M-V/def2-TZVPD",
  "total_charge": 1,
  "total_energy_ha": -722.7405,
  "homo_energy_ev": [-8.68, -13.92],
  "homo_lumo_gap_ev": [6.01, 6.26],
  "multiplicity": 3,
  "species": ["C", "C", "C", "C", "N", "N", "N", "S", "H", "H", "H", "H", "H", "H", "H", "H", "H", "H", "H", "H", "H", "H"],
  "xyz": [[-2.54231, 0.27089, -0.12916], [0.72635, -0.54367, -1.67492], [-1.74933, -1.05155, 0.17423], [1.04652, -0.24277, -0.20522], [1.84995, 1.57184, 1.22965], [1.12201, 1.12735, 0.08427], [-0.40163, -0.79993, 0.79449], [2.46576, -1.14754, 0.43898], [-2.61308, 0.87904, 0.80713], [-2.12079, 0.95950, -0.96729], [-3.53923, 0.08027, -0.49427], [0.40434, -1.52322, -1.73100], [1.61297, -0.49201, -2.29070], [-0.02680, 0.28015, -1.84379], [-1.55269, -1.47919, -0.78950], [-2.36946, -1.77032, 0.68741], [1.42453, 2.43211, 1.74466], [2.80119, 1.87625, 1.11671], [1.29985, 1.62787, -0.81280], [-0.34428, -0.07572, 1.52559], [-0.15694, -1.71159, 1.02642], [2.66307, -0.26776, 1.30912]]
}

=====

{
  "formula": "C6H8NS",
  "method": "ωB97M-V/def2-TZVPD",
  "total_charge": -1,
  "total_energy_ha": -686.2812,
  "homo_energy_ev": -1.82,
  "homo_lumo_gap_ev": 5.37,
  "multiplicity": 1,
  "de_lowest_kcal_mol": 70.3,
  "species": ["C", "C", "C", "C", "C", "C", "N", "S", "H", "H", "H", "H", "H", "H", "H", "H"],
  "xyz": [[0.11445, 0.11747, -0.21730], [0.21333, 0.64424, 1.18729], [-0.39605, -1.10510, -0.75891], [-0.06451, 0.09006, 2.34565], [0.67975, 2.07519, 1.25081], [-0.19150, -1.16873, -2.29319], [-0.75156, -2.11841, -0.01724], [-0.48477, -0.25154, 3.84786], [0.17604, 0.86074, -0.88310], [-0.24049, 2.63989, 1.25081], [1.18252, 2.40003, 2.27014], [1.23927, 2.23956, 0.29336], [-1.13815, -0.64070, -2.72790], [0.63994, -0.66779, -2.50161], [-0.17999, -2.14111, -2.57606], [-0.79829, -2.97381, -0.47060]]
}